Formula: C5H39N2O12
Source: the OMol25 dataset
Level of theory: wB97M-V/def2-TZVPD

Last column: natural (NBO) charge in e.
Geometry (Å):
C1 -2.1593 0.8731 1.7750  -0.24
C2 -2.6918 0.1586 0.5960  -0.46
C3 -1.7109 -0.6070 -0.3900  -0.42
C4 -0.6622 0.3786 -0.9612  -0.42
C5 0.2679 -0.2246 -1.9450  -0.23
N1 0.9162 -1.4105 -1.3770  -0.87
N2 -1.2396 0.1746 2.7672  -0.77
H1 -2.9543 1.3327 2.4995  0.22
H2 -1.5994 1.7885 1.4967  0.23
H3 -3.4037 0.7326 -0.0923  0.25
H4 -3.5163 -0.4896 1.0586  0.22
H5 -1.3859 -1.5853 0.0483  0.22
H6 -2.3083 -0.9073 -1.3457  0.21
H7 -0.0066 0.8033 -0.2521  0.22
H8 -1.2122 1.2170 -1.4474  0.18
H9 -0.1097 -0.5770 -2.9736  0.18
H10 1.2583 0.3678 -2.1521  0.22
H11 0.2766 -2.1287 -1.1086  0.35
H12 1.5071 -1.1838 -0.6119  0.36
H13 -1.3406 -0.8156 2.7322  0.44
H14 -1.3825 0.5805 3.7180  0.43
H15 -0.0784 0.2963 2.4608  0.47
H16 1.9367 -1.9473 1.9980  0.49
H17 3.1492 -2.2093 1.1984  0.51
O1 2.2851 -1.6743 1.1649  -0.97
H18 -1.9493 3.0666 -3.0712  0.47
H19 -1.4122 1.6432 -2.8653  0.47
O2 -1.2789 2.4525 -3.3626  -0.91
H20 -1.1564 -2.4898 -3.0687  0.47
H21 -0.3996 -3.5646 -2.5906  0.48
O3 -1.2867 -3.2514 -2.5890  -0.93
H22 3.4650 1.8355 -2.2490  0.48
H23 3.9332 1.6563 -0.7905  0.49
O4 3.3071 2.1980 -1.3738  -0.99
H24 -1.7680 -2.7255 1.6225  0.52
H25 -2.7198 -2.9525 2.9454  0.51
O5 -1.9403 -2.6103 2.5694  -1.02
H26 2.9810 0.0926 -0.1566  0.48
H27 4.0253 -0.7990 -0.8200  0.48
O6 3.9434 -0.0995 -0.2267  -0.94
H28 -1.3344 -4.4933 0.2759  0.50
H29 -1.7914 -3.3619 -0.7760  0.53
O7 -1.4713 -3.5604 0.1401  -1.01
H30 -0.3771 4.6058 0.8061  0.48
H31 0.3445 4.2232 -0.4777  0.50
O8 -0.2094 3.8403 0.2774  -0.98
H32 -0.6183 3.8893 -2.7553  0.49
H33 1.0347 4.0485 -2.7432  0.49
O9 0.1840 4.2898 -2.4429  -1.00
H34 1.5611 1.3525 1.7834  0.53
H35 1.8113 -0.2307 2.2563  0.51
O10 1.3528 0.6214 2.4114  -0.96
H36 1.6223 3.2612 0.4090  0.51
H37 3.1022 2.6683 0.6531  0.50
O11 2.1587 2.6418 0.9724  -0.98
H38 0.7554 -3.7717 1.4278  0.47
H39 -0.3237 -3.5786 2.5238  0.49
O12 0.6195 -3.8411 2.4280  -0.97

Results
charge	+1
gap between HOMO and LUMO	0.35818	Ha
energy relative to the best compared isomer or geometry (same formula, charge and spin)	399.1	kJ/mol
2S+1	1
HOMO	-12.2	eV